Density functional theory data (wB97M-V/def2-TZVPD) for a 2-piece molecular cluster, C4H10FP overall in a non-equilibrium geometry.

The energy relative to the best compared isomer or geometry (same formula, charge and spin) is 71.0 kJ/mol. As for the total energy: -599.56409 hartree. Its structure (SMILES) is CCPF.C=C. The highest occupied orbital energy comes out at -9.52 eV.

```
16
Properties=species:S:1:pos:R:3:forces:R:3:nbo_charge:R:1
C -3.1772 -0.2935 0.2751 0.786 0.254 0.494 -0.612
C -2.5793 1.0202 -0.2247 1.366 -2.791 -1.882 -0.707
P -0.8562 0.6998 -0.9501 -0.089 0.037 1.445 0.933
F -0.1804 -0.1620 0.2979 -0.062 0.882 -0.016 -0.598
H -4.1485 -0.3762 -0.1536 -0.645 -0.804 -0.468 0.211
H -2.4645 -1.1080 0.0745 -0.889 -0.073 0.019 0.215
H -3.3266 -0.2443 1.3457 0.066 -0.122 0.315 0.210
H -2.6275 1.7100 0.5217 0.442 2.277 1.933 0.226
H -3.1561 1.3911 -1.0425 -0.359 0.430 -0.809 0.221
H -1.1795 -0.5477 -1.4705 -0.598 -0.102 -1.028 -0.098
C 3.6548 -0.4801 0.7955 -1.140 -1.095 0.212 -0.380
C 4.2915 -0.2356 -0.3218 0.040 1.251 -1.629 -0.391
H 2.6457 -0.9087 0.7511 0.005 0.963 0.028 0.200
H 4.0558 -0.4280 1.7759 0.793 -0.360 0.642 0.188
H 5.3561 -0.0659 -0.4602 -0.103 0.315 0.515 0.191
H 3.6920 0.0287 -1.2140 0.385 -1.063 0.230 0.191
```
Positions in Å, forces in eV/Å.

Density functional theory data (wB97M-V/def2-TZVPD) for CH3OP in the gas phase in a non-equilibrium geometry.

The energy relative to the best compared isomer or geometry (same formula, charge and spin) is 268.1 kJ/mol. As for the total energy: -456.37431 hartree. Its structure (SMILES) is O=CP. The highest occupied orbital energy comes out at -9.71 eV.

```
6
Properties=species:S:1:pos:R:3:forces:R:3:nbo_charge:R:1
O 0.4516 2.2051 0.3467 -5.611 -6.592 -0.361 -0.575
C -0.4268 1.0519 0.2646 5.466 9.840 2.252 -0.026
P -0.0157 -0.1373 -0.8426 0.806 -3.075 -0.746 0.346
H -1.2110 1.0363 0.9883 -0.713 -0.039 0.332 0.188
H 0.1966 -0.9545 0.4062 0.092 0.301 -1.477 0.030
H 1.2781 0.4184 -1.0027 -0.040 -0.434 0.000 0.037
```
Positions in Å, forces in eV/Å.

Density functional theory data (wB97M-V/def2-TZVPD) for C10H9MnN2O5 as an isolated structure in a non-equilibrium geometry.

The energy relative to the best compared isomer or geometry (same formula, charge and spin) is 29.2 kJ/mol. As for the total energy: -2022.35236 hartree. As for the net charge: +2. As for the expectation value of S²: 6.054. Its multiplicity is 5. The highest occupied orbital energy (spin up / spin down) comes out at -16.23 / -17.01 eV.

```
27
Properties=species:S:1:pos:R:3:forces:R:3:lowdin_spin:R:1
O -1.9385 3.0177 -0.6156 4.763 -2.904 1.570 0.092
C -0.9335 2.4400 -0.4040 -9.798 5.019 -1.970 0.048
Mn 0.6360 1.7131 -0.4701 0.863 -3.551 5.662 2.384
O 0.6709 1.3302 -3.3282 0.315 1.173 5.066 0.064
C 0.7234 1.5682 -2.1821 0.109 -1.788 -11.294 0.030
C 2.3405 1.2691 -0.0484 8.530 -1.879 0.893 0.022
O 3.4616 1.0604 0.1844 -5.057 0.834 -0.809 0.039
C -0.3021 2.1671 2.3379 1.246 0.037 1.383 0.482
O 0.8585 2.1288 2.6179 -1.998 0.016 -0.819 0.360
C 1.2607 3.4680 -0.0559 1.993 6.885 2.946 0.043
O 1.5700 4.5182 0.3264 -1.316 -4.743 -2.068 0.066
H -1.1610 2.2095 3.0885 0.522 -0.035 -0.429 0.102
C -2.2554 -2.6592 -1.5920 -0.452 -0.062 -0.200 0.011
C -1.2269 -1.9741 -0.7758 0.124 0.042 -0.189 0.062
C -0.3826 -2.4101 0.2403 0.270 0.588 0.122 0.040
C 0.4147 -1.3253 0.6137 -0.855 -0.871 -0.405 0.013
N 0.0830 -0.2440 -0.1575 -0.279 0.869 0.058 0.121
N -0.9242 -0.6882 -0.9792 -0.381 0.398 -0.748 0.009
C 1.4265 -1.3663 1.6822 0.389 -0.043 0.349 -0.001
H -1.8063 -3.4357 -2.2339 -0.040 0.300 0.284 0.005
H -3.0018 -3.1575 -0.9540 0.287 0.177 -0.161 0.003
H -2.7753 -1.9344 -2.2385 0.130 -0.337 0.196 0.000
H -0.3751 -3.3944 0.6633 0.112 -0.190 0.118 0.001
H -1.4165 -0.0755 -1.6410 0.488 -0.428 0.523 0.001
H 1.0409 -1.9804 2.5051 0.072 0.236 -0.129 0.000
H 2.3456 -1.8652 1.3490 -0.131 0.200 -0.053 0.000
H 1.6670 -0.3800 2.0674 0.094 0.058 0.105 0.000
```
Positions in Å, forces in eV/Å.

Density functional theory data (wB97M-V/def2-TZVPD) for C9H14 in the gas phase in a non-equilibrium geometry.

The energy relative to the best compared isomer or geometry (same formula, charge and spin) is 881.0 kJ/mol. As for the total energy: -350.99462 hartree. Its structure (SMILES) is CC[C@@]12C=C[C@@H](C1)[C@H]2C. The highest occupied orbital energy comes out at -8.70 eV.

```
23
Properties=species:S:1:pos:R:3:forces:R:3:nbo_charge:R:1
C -2.1217 0.4004 -0.9765 -1.642 0.614 1.083 -0.641
C -1.3441 -0.9893 -0.5790 0.030 -0.878 -3.633 -0.434
C -0.2057 -0.4157 0.1674 1.895 0.723 3.902 -0.089
C -0.8103 0.4188 1.4218 1.368 2.605 1.158 -0.231
C 0.3236 1.0211 2.0796 -1.834 -1.573 -2.669 -0.231
C 1.5685 0.2311 1.1325 -0.066 3.026 3.196 -0.265
C 0.9973 -1.1035 1.0496 -1.153 -4.025 1.367 -0.432
C 0.9788 0.5870 -0.3095 1.019 -4.649 -0.861 -0.171
C 1.5785 0.1325 -1.7287 -1.431 -3.116 1.437 -0.641
H -2.6287 0.0953 -1.9358 0.463 1.406 0.758 0.222
H -1.5677 1.6060 -0.8844 -1.032 -4.300 -0.850 0.244
H -2.9356 0.5918 -0.1862 0.847 -0.481 -1.441 0.204
H -1.9151 -1.9471 -0.0240 1.207 3.169 -1.275 0.253
H -1.0247 -1.4687 -1.7319 -0.598 1.174 3.450 0.204
H -2.0238 0.6134 1.5095 3.660 -0.506 0.218 0.234
H 0.4599 1.8963 2.8729 -0.462 -2.324 -1.827 0.241
H 2.5401 0.2971 1.8178 -1.443 0.408 -2.509 0.235
H 0.4852 -1.3837 2.1172 1.738 -0.290 -2.606 0.225
H 1.8545 -1.9349 0.6326 -2.855 2.094 0.785 0.224
H 0.8596 1.5334 -0.5278 -1.626 5.177 0.047 0.184
H 2.6874 0.3692 -1.7132 -1.430 -0.336 -0.727 0.227
H 1.3590 -1.1066 -1.5408 1.211 3.200 -1.645 0.206
H 0.8852 0.5562 -2.6628 2.134 -1.118 2.641 0.232
```
Positions in Å, forces in eV/Å.

Density functional theory data (wB97M-V/def2-TZVPD) for C51H52AuBN10S3 as an isolated structure.

The energy relative to the best compared isomer or geometry (same formula, charge and spin) is 0.0 kJ/mol. As for the total energy: -3876.62645 hartree. As for the net charge: +2. The highest occupied orbital energy comes out at -12.33 eV.

```
118
Properties=species:S:1:pos:R:3:forces:R:3:lowdin_charge:R:1
Au -1.5688 0.4398 0.0847 0.091 -0.175 -0.467 1.280
C 1.1798 4.8112 0.5111 -0.010 0.019 0.007 -0.022
C 0.0371 4.4467 1.4029 0.112 0.039 0.037 -0.348
C -0.3663 5.0736 2.6007 0.018 0.016 -0.068 0.018
C -1.5330 4.4468 2.9587 0.064 -0.165 0.016 -0.277
C -2.4171 4.7426 4.1225 -0.030 -0.008 -0.042 -0.013
N -1.7708 3.4654 2.0372 -0.010 0.133 0.072 0.020
N -0.7977 3.4828 1.0757 0.028 -0.011 0.052 0.094
B -3.1142 2.8220 1.6785 0.126 0.039 0.141 -0.488
N -3.2349 2.8592 0.1443 -0.272 -0.124 -0.155 0.033
N -2.4888 2.0648 -0.6540 -0.057 0.082 0.117 -0.080
C -2.6912 2.4036 -1.9294 0.141 -0.004 0.022 -0.295
C -2.0348 1.6966 -3.0667 -0.026 -0.008 -0.045 -0.025
C -3.5765 3.4764 -1.9489 0.022 0.025 0.003 0.046
C -3.8946 3.7392 -0.6254 0.051 0.045 0.011 -0.237
C -4.7623 4.8112 -0.0635 -0.015 -0.016 -0.006 0.001
N -3.3348 1.3041 2.1223 -0.199 0.066 -0.072 0.052
N -3.2170 0.2565 1.2418 0.242 -0.102 0.170 -0.071
C -3.7948 -0.8293 1.7816 -0.044 0.073 -0.008 -0.304
C -3.8787 -2.1470 1.0985 -0.055 -0.064 0.056 -0.013
C -4.3370 -0.4695 3.0036 0.015 -0.046 -0.035 0.042
C -4.0374 0.8726 3.1827 0.063 0.058 0.001 -0.248
C -4.4095 1.7354 4.3353 -0.014 0.021 -0.009 0.004
H 2.0867 5.0145 1.0809 0.009 -0.023 -0.002 0.078
H 0.9413 5.7109 -0.0593 0.011 0.013 0.020 0.086
H 1.3778 4.0154 -0.2066 -0.009 -0.025 -0.019 0.054
H 0.1086 5.8937 3.1129 -0.003 0.020 0.000 0.115
H -2.0112 5.5837 4.6803 0.001 0.005 -0.011 0.088
H -2.4890 3.8963 4.8036 0.001 -0.018 0.030 0.066
H -3.4280 5.0040 3.8066 -0.011 -0.015 -0.007 0.081
H -4.0047 3.4453 2.1703 -0.042 -0.018 -0.013 0.113
H -1.3003 0.9759 -2.7115 -0.088 0.006 -0.031 0.017
H -1.5181 2.4129 -3.7053 -0.018 0.025 -0.007 0.093
H -2.7743 1.1819 -3.6816 -0.016 0.008 -0.004 0.086
H -3.9349 4.0042 -2.8153 -0.009 0.002 -0.011 0.124
H -5.1838 5.4002 -0.8743 -0.002 -0.001 0.000 0.090
H -4.1898 5.4750 0.5848 0.006 -0.003 -0.001 0.094
H -5.5793 4.3911 0.5223 -0.002 0.002 0.005 0.092
H -3.4726 -2.1016 0.0954 0.017 -0.009 -0.059 0.035
H -4.9226 -2.4533 1.0261 0.002 -0.006 0.024 0.100
H -3.3434 -2.9116 1.6635 0.026 0.034 -0.022 0.087
H -4.9061 -1.0955 3.6692 -0.014 -0.004 0.000 0.127
H -5.1115 1.2065 4.9753 -0.001 -0.005 -0.004 0.093
H -4.8644 2.6678 4.0066 -0.004 0.011 0.004 0.081
H -3.5292 1.9824 4.9278 0.000 0.004 0.011 0.083
N 0.1448 0.7708 -0.8773 -0.107 0.042 0.052 -0.397
S 1.5339 0.8346 -0.3648 0.216 0.073 -0.150 0.853
N 2.3912 -0.5274 -0.0865 0.019 0.207 0.667 -0.356
S 2.2874 -1.8596 -0.8227 0.029 -0.374 -0.378 0.884
N 0.9350 -2.5397 -1.1014 -0.099 0.086 -0.018 -0.359
S -0.4727 -2.4942 -0.2966 0.076 0.228 0.138 0.814
N -0.8369 -1.3545 0.5898 -0.102 -0.300 0.139 -0.366
C -1.4538 -2.9149 -1.7320 0.009 0.031 -0.041 -0.320
C -1.1584 -4.0917 -2.4165 -0.017 -0.005 -0.058 -0.088
C -1.8463 -4.3829 -3.5807 0.015 -0.011 0.015 -0.041
C -2.7988 -3.4954 -4.0709 -0.008 0.015 -0.002 -0.040
C -3.0615 -2.3136 -3.3986 -0.002 -0.012 -0.012 -0.044
C -2.3872 -2.0175 -2.2208 -0.037 -0.019 0.084 -0.085
C -0.4622 -3.9270 0.7443 0.078 0.049 0.036 -0.310
C -1.3872 -4.9498 0.6097 -0.055 -0.018 0.000 -0.065
C -1.3528 -6.0000 1.5187 -0.008 0.009 -0.007 -0.044
C -0.4178 -6.0095 2.5416 0.002 0.004 -0.001 -0.043
C 0.4864 -4.9617 2.6767 0.010 0.013 -0.001 -0.044
C 0.4659 -3.9084 1.7806 -0.002 -0.048 -0.019 -0.067
C 3.3209 -2.9404 0.1122 0.056 0.068 0.027 -0.324
C 3.3301 -4.2775 -0.2678 0.001 0.005 -0.012 -0.056
C 4.1154 -5.1610 0.4504 -0.007 -0.001 -0.007 -0.042
C 4.8711 -4.7041 1.5246 0.002 0.010 0.007 -0.039
C 4.8491 -3.3646 1.8870 0.002 -0.009 -0.003 -0.042
C 4.0700 -2.4622 1.1765 -0.034 -0.014 0.011 -0.052
C 3.0209 -1.7531 -2.4246 -0.006 -0.074 -0.031 -0.306
C 2.3866 -2.2784 -3.5398 -0.021 0.057 -0.007 -0.045
C 3.0046 -2.1376 -4.7743 0.001 -0.002 0.005 -0.043
C 4.2271 -1.4889 -4.8721 -0.008 -0.008 0.000 -0.040
C 4.8482 -0.9719 -3.7403 -0.005 -0.003 0.003 -0.046
C 4.2474 -1.1021 -2.5015 0.009 -0.051 -0.032 -0.061
C 1.8617 1.5362 1.2679 -0.004 0.006 -0.038 -0.296
C 0.8839 1.2997 2.2242 0.013 0.031 -0.015 -0.096
C 1.0765 1.7223 3.5283 -0.043 -0.004 -0.012 -0.047
C 2.2423 2.3798 3.8838 0.000 0.012 0.011 -0.042
C 3.2297 2.5850 2.9339 0.014 0.007 -0.012 -0.049
C 3.0526 2.1529 1.6284 -0.026 0.030 -0.013 -0.067
C 2.4590 1.5852 -1.7210 -0.129 0.081 -0.019 -0.284
C 3.7291 2.1404 -1.6349 0.045 -0.039 -0.034 -0.064
C 4.3516 2.5919 -2.7902 -0.016 0.017 0.031 -0.051
C 3.7283 2.4713 -4.0221 0.002 0.012 0.009 -0.050
C 2.4675 1.9006 -4.1007 0.012 -0.006 -0.008 -0.045
C 1.8248 1.4631 -2.9542 0.015 0.082 0.002 -0.070
H -0.4007 -4.7705 -2.0478 -0.004 0.003 0.011 0.119
H -1.6364 -5.3025 -4.1097 -0.001 -0.003 -0.006 0.120
H -3.3323 -3.7278 -4.9825 -0.002 -0.001 -0.004 0.120
H -3.7946 -1.6183 -3.7839 -0.007 0.002 0.002 0.118
H -2.5988 -1.0903 -1.7054 -0.018 -0.016 0.007 0.066
H -2.1314 -4.9383 -0.1743 0.016 0.005 0.009 0.114
H -2.0655 -6.8077 1.4242 -0.002 -0.001 0.003 0.120
H -0.3991 -6.8304 3.2454 0.003 -0.005 -0.001 0.119
H 1.2034 -4.9617 3.4866 -0.002 0.000 0.001 0.118
H 1.1469 -3.0756 1.8986 0.022 0.020 -0.002 0.110
H 2.7323 -4.6197 -1.1030 -0.003 -0.003 -0.009 0.121
H 4.1393 -6.2060 0.1735 0.001 -0.001 -0.001 0.120
H 5.4849 -5.3996 2.0809 0.002 -0.004 0.004 0.120
H 5.4407 -3.0177 2.7229 0.001 0.001 0.003 0.119
H 4.0292 -1.4168 1.4479 0.004 0.014 0.002 0.109
H 1.4290 -2.7708 -3.4433 -0.004 -0.006 0.004 0.102
H 2.5295 -2.5373 -5.6597 0.000 -0.003 -0.001 0.118
H 4.7037 -1.3871 -5.8379 0.003 0.001 -0.002 0.120
H 5.8012 -0.4681 -3.8240 0.004 0.001 -0.002 0.122
H 4.7178 -0.7010 -1.6131 0.012 -0.012 0.014 0.122
H -0.0283 0.7825 1.9844 -0.065 -0.037 -0.031 0.057
H 0.3004 1.5435 4.2603 0.003 0.000 -0.004 0.118
H 2.3857 2.7249 4.8987 -0.001 0.001 0.002 0.119
H 4.1506 3.0849 3.2018 0.003 -0.005 0.002 0.119
H 3.8556 2.3132 0.9353 -0.031 0.033 0.007 0.083
H 4.2622 2.2380 -0.7086 0.027 -0.065 -0.011 0.088
H 5.3320 3.0425 -2.7165 0.005 0.003 0.000 0.120
H 4.2224 2.8260 -4.9165 0.003 0.003 -0.003 0.120
H 1.9707 1.8032 -5.0566 -0.001 -0.003 -0.005 0.119
H 0.8342 1.0396 -3.0100 0.049 0.003 0.000 0.081
```
Positions in Å, forces in eV/Å.

Density functional theory data (wB97M-V/def2-TZVPD) for C15H22BrNO in the gas phase.

The energy relative to the best compared isomer or geometry (same formula, charge and spin) is 26.2 kJ/mol. As for the total energy: -3288.75796 hartree. Its structure (SMILES) is Brc1ccccc1OCCCCCN1CCCC1. The highest occupied orbital energy comes out at -8.00 eV.

```
40
Properties=species:S:1:pos:R:3:forces:R:3:nbo_charge:R:1
Br -1.1876 -0.1230 3.7091 0.036 0.154 0.136 0.062
C -0.1813 1.4285 3.2802 -0.160 -0.328 -0.067 -0.151
C 0.0370 2.4051 4.2280 -0.009 -0.081 -0.102 -0.214
C 0.7764 3.5273 3.8887 0.056 0.101 -0.003 -0.239
C 1.2843 3.6507 2.6091 -0.012 0.033 0.096 -0.178
C 1.0641 2.6667 1.6584 -0.028 -0.191 -0.227 -0.322
C 0.3227 1.5347 1.9796 -0.069 0.025 0.222 0.359
O 0.0367 0.5102 1.1478 -0.032 0.051 0.130 -0.506
C 0.5192 0.5357 -0.1802 0.042 -0.085 -0.379 -0.064
C 0.0245 -0.7360 -0.8618 0.237 0.153 0.107 -0.407
C 0.6538 -0.9647 -2.2355 -0.293 0.228 0.066 -0.400
C 0.2166 0.0642 -3.2755 0.329 -0.320 -0.252 -0.420
C 0.8579 -0.1334 -4.6662 -0.166 0.343 0.060 -0.194
N 0.6122 -1.3658 -5.3656 -0.204 -0.243 0.169 -0.460
C -0.7575 -1.8163 -5.5046 -0.106 0.053 -0.114 -0.212
C -0.6030 -3.2398 -6.0267 -0.058 0.082 0.116 -0.403
C 0.5838 -3.7436 -5.2081 0.041 0.108 -0.051 -0.410
C 1.4847 -2.5083 -5.1203 0.414 -0.116 -0.167 -0.212
H -0.3679 2.2868 5.2211 -0.039 -0.030 0.061 0.230
H 0.9515 4.2964 4.6242 0.021 0.080 0.068 0.217
H 1.8616 4.5217 2.3384 0.051 0.074 -0.025 0.214
H 1.4721 2.7852 0.6671 0.025 -0.016 -0.102 0.222
H 0.1440 1.4289 -0.6957 0.090 -0.039 0.061 0.174
H 1.6183 0.5613 -0.1797 -0.077 0.045 -0.010 0.171
H -1.0623 -0.6891 -0.9495 -0.055 -0.037 0.030 0.206
H 0.2668 -1.5753 -0.2069 -0.050 0.011 0.037 0.216
H 1.7427 -0.9467 -2.1403 0.072 -0.101 -0.035 0.195
H 0.3616 -1.9598 -2.5731 0.102 -0.082 -0.054 0.207
H 0.4936 1.0659 -2.9418 -0.068 0.097 -0.013 0.200
H -0.8704 0.0402 -3.3724 -0.083 0.077 0.051 0.199
H 0.4927 0.6800 -5.3070 0.146 0.066 0.078 0.190
H 1.9419 -0.0227 -4.5792 0.000 0.105 -0.024 0.193
H -1.3096 -1.8307 -4.5505 -0.034 0.013 -0.021 0.155
H -1.2916 -1.1611 -6.1988 -0.113 -0.026 0.056 0.196
H -1.5013 -3.8386 -5.8893 -0.035 -0.018 -0.051 0.211
H -0.3450 -3.2201 -7.0853 -0.037 0.000 -0.068 0.203
H 0.2474 -4.0402 -4.2128 -0.005 -0.023 0.023 0.197
H 1.0864 -4.5923 -5.6677 0.023 -0.055 0.051 0.214
H 2.0044 -2.4522 -4.1589 -0.018 0.005 -0.018 0.183
H 2.2490 -2.5315 -5.9095 0.063 -0.111 0.165 0.180
```
Positions in Å, forces in eV/Å.